C4H35NO15 | wB97M-V/def2-TZVPD

Computed properties:
- HOMO: -10.2 eV
- LUMO: -0.03 eV
- Energy above the lowest of the compared OMol25 structures with the same formula, charge and spin: 614.75 kJ/mol
- HOMO-LUMO gap: 10.21 eV
- 2S+1: 1
- Net charge: 0
- Total energy: -36915.102 eV

Structure (XYZ):
```
55
Properties=species:S:1:pos:R:3:nbo_charge:R:1
C 0.11 -1.30 -2.07 -0.7615
C 0.24 -0.97 -0.65 0.6846
N 1.35 -1.35 0.09 -0.6652
C 2.77 -1.53 -0.36 -0.2354
C 3.67 -0.48 0.35 -0.0980
O 3.29 -0.74 1.72 -0.7507
O -0.71 -0.61 0.00 -0.6986
H -0.30 -2.37 -2.25 0.2645
H -0.56 -0.55 -2.63 0.2446
H 0.94 -1.25 -2.77 0.2628
H 1.27 -1.34 1.18 0.4655
H 2.95 -2.56 0.09 0.1988
H 2.86 -1.58 -1.42 0.2234
H 3.40 0.56 -0.06 0.2092
H 4.75 -0.77 0.32 0.1963
H 3.27 0.08 2.17 0.4726
H -1.22 -1.21 1.76 0.4786
H -1.27 -2.05 2.98 0.4986
O -1.85 -1.37 2.50 -0.9803
H -2.47 -0.80 -1.40 0.4970
H -3.16 -2.14 -1.51 0.4773
O -3.32 -1.30 -1.88 -0.9594
H -2.73 2.79 -0.33 0.5068
H -1.57 3.76 -0.54 0.4798
O -1.92 3.25 0.14 -0.9926
H 1.35 3.44 -0.13 0.5110
H 0.78 1.99 -0.70 0.4816
O 1.06 2.90 -0.98 -0.9885
H -4.02 -2.29 0.51 0.4741
H -2.99 -1.36 1.10 0.4929
O -3.06 -1.91 0.34 -0.9738
H 1.84 -1.57 3.14 0.4924
H 1.90 -3.03 3.17 0.4716
O 1.22 -2.40 2.94 -0.9464
H 1.74 1.20 1.53 0.5057
H 1.78 2.72 2.09 0.4824
O 1.53 2.22 1.35 -1.0117
H -0.99 4.44 1.43 0.4765
H 0.13 3.86 0.88 0.4555
O -0.13 4.37 1.64 -0.9384
H -3.69 -0.06 -0.84 0.4943
H -3.46 0.52 0.50 0.4665
O -3.61 0.80 -0.40 -0.9860
H -1.16 2.04 -2.21 0.4597
H -2.54 2.04 -2.21 0.4750
O -1.82 2.74 -2.40 -0.9319
H -1.22 -3.98 -1.28 0.4713
H 0.32 -4.21 -1.05 0.4764
O -0.52 -4.57 -1.37 -0.9382
H 1.72 1.82 -2.49 0.4911
H 1.72 1.35 -3.88 0.4685
O 2.11 1.12 -3.02 -0.9648
H 0.07 1.13 2.84 0.5006
H -0.26 0.20 1.67 0.5012
O 0.41 0.31 2.37 -0.9873
```

=====

C4H35NO15S | wB97M-V/def2-TZVPD

Computed properties:
- HOMO: -9.9 eV
- LUMO: -0.07 eV
- Energy above the lowest of the compared OMol25 structures with the same formula, charge and spin: 242.67 kJ/mol
- HOMO-LUMO gap: 9.80 eV
- 2S+1: 1
- Net charge: 0
- Total energy: -47754.743 eV

Structure (XYZ):
```
56
Properties=species:S:1:pos:R:3:nbo_charge:R:1
C 0.19 0.36 0.58 -0.2336
N -0.90 0.83 -0.21 -0.6938
C -0.87 1.68 -1.24 0.9070
O 0.25 2.27 -1.57 -0.6724
O -1.87 1.83 -1.98 -0.7187
C 0.47 -1.11 0.52 -0.4505
C -0.74 -2.07 0.53 -0.5978
S -1.47 -2.24 2.17 -0.0902
H -0.01 0.64 1.63 0.2136
H 1.15 0.87 0.28 0.2455
H -1.74 0.20 -0.22 0.4529
H 0.10 2.98 -2.21 0.5185
H 1.06 -1.42 -0.36 0.2408
H 1.08 -1.31 1.46 0.1983
H -1.47 -1.54 -0.11 0.2524
H -0.71 -3.05 -0.01 0.2541
H -2.63 -1.55 2.09 0.1854
H -4.17 -0.24 -0.27 0.5068
H -3.63 -1.49 -0.75 0.5086
O -3.47 -0.85 0.00 -1.0165
H -0.16 -0.27 3.88 0.4749
H 0.34 -1.53 3.46 0.4836
O 0.60 -0.84 4.11 -0.9372
H -4.29 2.46 -0.30 0.4852
H -3.27 1.53 -1.07 0.5049
O -3.96 1.56 -0.37 -1.0195
H 1.43 0.35 3.15 0.5027
H 1.70 1.87 3.12 0.4890
O 1.69 1.09 2.55 -0.9991
H 1.93 -1.98 -3.14 0.4721
H 2.51 -0.49 -3.03 0.5069
O 1.72 -1.06 -2.97 -1.0096
H -1.87 4.14 1.80 0.4923
H -0.50 3.50 1.70 0.4587
O -0.92 4.36 1.72 -0.9522
H 4.75 -1.25 -0.70 0.4744
H 4.51 -0.14 0.41 0.5187
O 4.30 -0.42 -0.51 -0.9960
H -0.48 -1.06 -3.47 0.5161
H -0.55 -2.15 -2.33 0.4787
O -0.90 -1.90 -3.20 -0.9458
H -3.71 -0.74 -2.92 0.4815
H -2.47 -1.78 -2.70 0.5035
O -3.44 -1.60 -2.60 -1.0065
H 3.33 0.75 1.95 0.5024
H 3.85 2.03 1.27 0.4752
O 4.15 1.20 1.65 -0.9790
H 2.42 -3.36 0.03 0.4687
H 1.14 -3.18 0.87 0.4685
O 1.72 -3.85 0.50 -0.9330
H -3.32 1.65 1.93 0.4843
H -2.10 1.68 1.24 0.4806
O -2.51 2.19 1.96 -0.9733
H 3.80 1.55 -2.98 0.4801
H 4.12 0.30 -2.22 0.5052
O 3.83 0.59 -3.10 -0.9674
```

=====

C4H35NO16 | wB97M-V/def2-TZVPD

Computed properties:
- HOMO: -10.0 eV
- LUMO: -0.02 eV
- Energy above the lowest of the compared OMol25 structures with the same formula, charge and spin: 331.31 kJ/mol
- HOMO-LUMO gap: 9.96 eV
- 2S+1: 1
- Net charge: 0
- Total energy: -38966.629 eV

Structure (XYZ):
```
56
Properties=species:S:1:pos:R:3:nbo_charge:R:1
O 0.52 -0.72 -1.25 -0.7055
C 0.80 0.34 -0.70 0.8461
O 1.72 1.17 -1.16 -0.6670
C 0.28 0.72 0.67 -0.1850
C -0.90 1.67 0.68 -0.4393
C -1.25 2.17 2.09 -0.0612
O -1.73 1.18 2.94 -0.7501
N -0.08 -0.51 1.39 -0.8425
H 2.19 0.85 -1.94 0.5194
H 1.17 1.08 1.19 0.2438
H -0.76 2.58 0.09 0.2247
H -1.67 1.08 0.17 0.2231
H -1.98 2.97 2.01 0.1768
H -0.32 2.63 2.47 0.1719
H -1.02 -0.78 1.13 0.3743
H 0.46 -1.30 1.05 0.3680
H -1.03 0.54 3.16 0.5068
H -3.78 -0.46 0.54 0.4911
H -3.27 -1.11 -0.74 0.5096
O -3.12 -0.35 -0.15 -0.9918
H 3.63 -1.14 2.61 0.4842
H 3.52 -0.92 4.06 0.4715
O 3.70 -1.63 3.45 -0.9665
H 1.63 -3.12 0.75 0.4718
H 2.06 -2.92 2.25 0.4940
O 1.48 -3.42 1.66 -0.9632
H 1.24 0.76 -4.90 0.4599
H 0.51 1.88 -4.18 0.4994
O 1.34 1.67 -4.63 -0.9680
H -0.68 -3.46 -0.91 0.4690
H -0.60 -4.80 -0.10 0.4879
O -0.70 -4.42 -0.97 -0.9561
H -1.84 0.92 -4.69 0.4849
H -1.94 2.00 -3.45 0.5189
O -1.45 1.64 -4.21 -1.0128
H -1.51 -1.29 -2.20 0.4920
H -2.12 -2.68 -2.34 0.4831
O -2.36 -1.74 -2.29 -0.9614
H -3.75 1.82 -1.73 0.4925
H -2.47 1.11 -1.29 0.4946
O -2.79 1.83 -1.85 -0.9759
H 3.96 -0.41 0.07 0.4903
H 3.34 -1.49 0.81 0.4734
O 3.42 -0.53 0.87 -0.9473
H -4.60 2.61 1.39 0.4733
H -3.63 1.48 1.60 0.4807
O -4.39 1.73 1.06 -0.9543
H 2.78 -2.69 -2.24 0.4800
H 1.92 -1.60 -1.55 0.4887
O 2.82 -1.99 -1.58 -1.0016
H 0.76 -1.29 3.25 0.4903
H 1.26 -0.62 4.56 0.4661
O 1.22 -0.52 3.61 -0.9556
H 1.82 3.13 -0.10 0.4928
H 3.46 3.03 -0.47 0.4887
O 2.74 3.34 0.05 -0.9787
```

=====

C4H36N2O14S | wB97M-V/def2-TZVPD

Computed properties:
- HOMO (spin up / spin down): 0.1 / -4.1 eV
- LUMO (spin up / spin down): 2.73 / 2.65 eV
- HOMO-LUMO gap (spin up / spin down): 2.60 / 6.71 eV
- <S²>: 0.75
- 2S+1: 2
- Net charge: -1
- Total energy: -47210.522 eV

Structure (XYZ):
```
57
Properties=species:S:1:pos:R:3:nbo_charge:R:1
O 0.57 -1.91 2.18 -0.8663
C -0.41 -1.64 1.50 0.0545
C -0.19 -0.76 0.27 -0.1783
C -0.41 -1.72 -0.89 -0.5496
S -2.09 -1.96 -1.48 -0.0916
N -1.22 0.33 0.22 -0.7167
C -1.00 1.60 0.95 -0.0911
N -0.97 2.72 -0.08 -0.8375
H -1.37 -2.07 1.87 0.1168
H 0.77 -0.24 0.15 0.2407
H 0.09 -2.70 -0.76 0.2331
H 0.19 -1.25 -1.87 0.1964
H -1.99 -3.08 -2.12 0.1136
H -2.08 0.02 0.42 0.3785
H -1.74 1.79 1.75 0.1896
H -0.03 1.64 1.60 0.2023
H -1.89 2.83 -0.30 0.2981
H -0.49 2.47 -0.94 0.3796
H 1.67 -0.07 2.80 0.4976
H 1.96 1.02 1.86 0.5153
O 1.76 0.89 2.86 -1.0200
H -2.13 -0.95 4.13 0.4551
H -1.29 0.23 3.41 0.5133
O -1.87 -0.58 3.28 -1.0119
H 1.63 1.68 -2.53 0.5201
H 2.10 3.15 -2.03 0.4745
O 2.06 2.22 -1.77 -0.9931
H -3.67 -1.40 1.48 0.5043
H -4.08 0.07 1.52 0.4699
O -3.93 -0.63 0.91 -0.9645
H 0.55 -0.02 -3.84 0.4946
H 1.50 -1.29 -3.95 0.4657
O 0.61 -0.96 -4.03 -0.9771
H 3.38 0.04 0.38 0.5012
H 2.84 1.43 -0.24 0.5107
O 2.70 0.81 0.47 -1.0134
H 3.36 -1.68 -3.62 0.4457
H 3.48 -1.32 -2.17 0.4958
O 3.43 -0.97 -3.10 -0.9444
H 2.06 -2.83 1.83 0.5200
H 3.25 -3.31 2.59 0.4667
O 2.93 -3.12 1.69 -0.9905
H -0.40 1.71 4.96 0.4719
H 0.45 1.42 3.56 0.5156
O -0.45 1.58 3.93 -1.0061
H -3.09 -0.01 -2.67 0.4889
H -3.30 1.45 -2.50 0.4898
O -2.95 0.81 -3.16 -0.9980
H 4.99 -1.02 0.69 0.4768
H 3.76 -1.98 0.74 0.5002
O 4.22 -1.41 0.25 -0.9618
H -3.12 2.05 -0.58 0.4708
H -4.42 1.29 -0.69 0.4922
O -3.97 2.14 -1.05 -0.9452
H -0.42 0.87 -1.96 0.4963
H -1.13 1.28 -3.21 0.5257
O -0.23 1.35 -2.74 -1.0244
```